{"formula": "C33H34N4O2PPt", "method": "ωB97M-V with the def2-TZVPD basis set", "multiplicity": 5, "e_above_lowest_kj_mol": 0.0, "homo_energy_ev": [-15.7, -17.2], "lumo_ev": [-8.069, -12.096], "orbital_gap_ev": [7.644, 5.126], "total_charge": 3, "symbols": ["Pt", "C", "N", "C", "C", "C", "C", "C", "C", "N", "C", "C", "C", "C", "C", "C", "N", "C", "C", "C", "C", "C", "N", "H", "H", "H", "H", "H", "H", "H", "H", "H", "H", "H", "H", "H", "H", "H", "H", "H", "H", "C", "O", "C", "O", "H", "H", "H", "C", "P", "C", "C", "C", "C", "C", "C", "C", "C", "C", "C", "C", "C", "H", "H", "H", "H", "H", "H", "H", "H", "H", "H", "H", "H", "H"], "coordinates": [[0.151, 0.413, 0.119], [1.598, 1.289, 2.654], [1.868, 1.456, 1.207], [3.072, 0.690, 0.826], [3.134, 0.520, -0.659], [4.325, 0.506, -1.362], [4.288, 0.353, -2.738], [3.057, 0.252, -3.372], [1.912, 0.279, -2.604], [1.951, 0.382, -1.269], [1.972, 2.895, 0.850], [1.182, 3.340, -0.362], [1.384, 4.612, -0.879], [0.620, 5.033, -1.950], [-0.333, 4.172, -2.483], [-0.478, 2.927, -1.917], [0.270, 2.517, -0.879], [1.222, -0.128, 2.977], [1.657, -0.740, 4.134], [1.201, -2.015, 4.438], [0.328, -2.638, 3.565], [-0.042, -1.973, 2.413], [0.390, -0.739, 2.107], [0.760, 1.938, 2.896], [2.458, 1.604, 3.251], [3.020, -0.288, 1.308], [3.974, 1.187, 1.193], [5.265, 0.625, -0.837], [5.207, 0.336, -3.310], [2.984, 0.170, -4.448], [0.934, 0.250, -3.058], [3.023, 3.153, 0.709], [1.630, 3.479, 1.705], [2.131, 5.263, -0.442], [0.760, 6.022, -2.366], [-0.951, 4.467, -3.319], [-1.216, 2.225, -2.284], [2.333, -0.218, 4.798], [1.525, -2.508, 5.346], [-0.056, -3.629, 3.763], [-0.696, -2.446, 1.701], [-2.454, 3.115, 2.756], [-1.375, 2.246, 2.221], [-1.623, 1.731, 1.044], [-2.588, 1.857, 0.357], [-2.079, 3.461, 3.710], [-3.350, 2.514, 2.874], [-2.620, 3.936, 2.065], [-0.999, -1.358, -3.216], [-0.976, -1.330, -1.398], [-0.534, -2.977, -0.883], [-1.473, -4.016, -0.915], [-1.080, -5.311, -0.621], [0.253, -5.576, -0.323], [1.194, -4.553, -0.318], [0.805, -3.251, -0.596], [-2.639, -0.993, -0.886], [-3.143, -1.487, 0.364], [-4.437, -1.255, 0.720], [-5.266, -0.489, -0.130], [-4.780, 0.040, -1.348], [-3.485, -0.181, -1.708], [-1.779, -2.055, -3.528], [-0.035, -1.740, -3.548], [-1.177, -0.383, -3.667], [-2.508, -3.822, -1.172], [-1.805, -6.114, -0.638], [0.561, -6.591, -0.109], [2.231, -4.775, -0.103], [1.541, -2.454, -0.593], [-2.509, -2.091, 0.996], [-4.840, -1.663, 1.637], [-6.292, -0.298, 0.160], [-5.441, 0.612, -1.986], [-3.112, 0.221, -2.640]]}